# 1
{
  "formula": "C4H8N2",
  "method": "ωB97M-V/def2-TZVPD",
  "multiplicity": 1,
  "energy_ha": -266.61173,
  "homo_energy_ev": -8.1,
  "relative_energy_kcal_mol": 69.2,
  "symbols": ["C", "C", "N", "C", "C", "N", "H", "H", "H", "H", "H", "H", "H", "H"],
  "positions_angstrom": [[-0.27066, 2.29366, -0.74358], [-1.32287, -1.02328, 0.13761], [2.13546, -1.47348, 0.63333], [-0.15797, -1.52364, 0.47381], [1.07530, -0.81980, 0.20686], [-2.35820, -0.66724, -0.36273], [-3.02948, -0.03546, 0.04341], [2.12101, -2.38836, 1.08992], [3.04724, -1.06725, 0.50428], [-0.16386, -2.47993, 0.99779], [0.17848, 1.34025, -0.49111], [0.48154, 2.93873, -1.18330], [-0.66437, 2.76318, 0.15101], [-1.07164, 2.14264, -1.45730]],
  "forces_ev_per_a": [[-0.020, 0.026, -0.002], [-0.796, 0.453, -0.720], [-0.014, -0.136, 0.033], [1.050, -0.543, 0.594], [-0.132, 0.169, -0.064], [0.132, -0.196, -0.123], [0.053, 0.103, 0.302], [-0.054, 0.129, -0.038], [-0.019, -0.048, -0.010], [-0.166, -0.109, 0.079], [0.111, -0.066, 0.010], [0.106, 0.115, -0.065], [-0.082, 0.105, 0.148], [-0.168, -0.002, -0.144]]
}

---

# 2
{
  "formula": "C4H8N2",
  "method": "ωB97M-V/def2-TZVPD",
  "multiplicity": 1,
  "energy_ha": -266.65686,
  "homo_energy_ev": -9.2,
  "relative_energy_kcal_mol": 40.9,
  "smiles": "C/N=C/[C@H]1CN1",
  "symbols": ["C", "N", "C", "C", "C", "N", "H", "H", "H", "H", "H", "H", "H", "H"],
  "positions_angstrom": [[2.20582, -0.02073, -0.08200], [1.49035, -1.25415, 0.17928], [0.99836, -0.37114, -0.87280], [-0.31454, 0.27245, -0.59876], [-2.20736, 0.42556, 0.73149], [-0.78957, 0.22415, 0.57270], [3.18832, -0.15077, -0.52872], [2.10808, 0.80514, 0.61969], [0.86436, -1.11315, 0.97552], [1.09942, -0.75101, -1.88741], [-0.89420, 0.64731, -1.45668], [-2.61379, -0.58512, 0.84845], [-2.69181, 0.88935, -0.14152], [-2.44343, 0.98210, 1.64076]],
  "forces_ev_per_a": [[0.252, 0.232, 0.004], [-0.010, -0.120, 0.109], [-0.063, 0.030, -0.189], [-0.067, -0.200, 0.265], [-0.250, 0.067, 0.064], [0.046, -0.185, -0.460], [-0.128, 0.102, 0.055], [-0.015, -0.127, -0.072], [0.136, -0.059, -0.119], [0.099, 0.116, 0.128], [0.049, -0.109, 0.122], [-0.207, 0.208, 0.074], [0.075, 0.029, 0.142], [0.082, 0.015, -0.123]]
}

---

# 3
{
  "formula": "C4H8N2",
  "method": "ωB97M-V/def2-TZVPD",
  "multiplicity": 1,
  "energy_ha": -266.57344,
  "homo_energy_ev": -7.4,
  "relative_energy_kcal_mol": 93.2,
  "symbols": ["C", "N", "C", "C", "C", "N", "H", "H", "H", "H", "H", "H", "H", "H"],
  "positions_angstrom": [[0.70752, 1.84889, 1.27904], [-1.01822, -1.45902, -0.41215], [-0.18031, -1.69752, -1.58730], [-0.12186, 0.22647, -0.44299], [0.59967, 0.48493, 0.65796], [0.48310, -0.67293, -1.83620], [-2.01141, -1.68279, -0.47751], [-0.70326, -1.80347, 0.49230], [-0.41376, -2.54573, -2.22741], [-0.76712, 0.97603, -0.88534], [1.20519, -0.30478, 1.09474], [0.46785, 1.82143, 2.34803], [0.02756, 2.55717, 0.79852], [1.72507, 2.25130, 1.19831]],
  "forces_ev_per_a": [[-0.308, -0.068, 0.380], [-0.975, -1.517, 0.147], [-1.666, 0.313, 0.578], [2.275, 0.845, -1.832], [-0.043, -0.188, -0.438], [-0.242, 1.030, 1.987], [0.012, -0.118, -0.264], [0.284, -0.150, -0.345], [0.523, -0.149, 0.095], [-0.045, -0.057, 0.011], [0.281, 0.062, -0.210], [-0.006, 0.113, -0.044], [0.056, -0.029, 0.026], [-0.146, -0.087, -0.091]]
}

---

# 4
{
  "formula": "C4H8N2",
  "method": "ωB97M-V/def2-TZVPD",
  "multiplicity": 1,
  "energy_ha": -266.63502,
  "homo_energy_ev": -9.5,
  "relative_energy_kcal_mol": 54.6,
  "smiles": "C1N[C@H]1[C@H]1CN1",
  "symbols": ["C", "N", "C", "C", "C", "N", "H", "H", "H", "H", "H", "H", "H", "H"],
  "positions_angstrom": [[-0.62992, -1.69028, -0.33656], [0.55586, -1.76510, 0.50886], [-0.28518, -0.56886, 0.56111], [0.47680, 0.56048, -0.05285], [-0.15976, 1.77277, -0.62607], [0.53852, 1.83003, 0.65937], [-1.47853, -2.32464, -0.09843], [-0.43502, -1.56600, -1.40231], [0.45835, -2.38824, 1.30091], [-0.90872, -0.35800, 1.42926], [1.37734, 0.06549, -0.44504], [-1.24025, 1.90055, -0.55157], [0.28373, 2.26163, -1.49364], [1.44678, 2.27018, 0.54697]],
  "forces_ev_per_a": [[-0.183, -0.166, -0.218], [0.149, -0.359, 0.270], [0.019, 0.119, 0.089], [-0.010, -0.218, -0.002], [-0.110, -0.008, -0.228], [0.215, 0.108, 0.154], [0.031, 0.133, 0.011], [0.007, -0.127, 0.203], [-0.302, 0.024, -0.028], [0.151, -0.091, -0.130], [-0.136, 0.997, -0.327], [0.219, -0.124, -0.024], [0.008, -0.186, 0.195], [-0.059, -0.103, 0.034]]
}

---

# 5
{
  "formula": "C4H8N2",
  "method": "ωB97M-V/def2-TZVPD",
  "multiplicity": 1,
  "energy_ha": -266.49836,
  "homo_energy_ev": -9.1,
  "relative_energy_kcal_mol": 140.3,
  "symbols": ["C", "C", "C", "C", "N", "N", "H", "H", "H", "H", "H", "H", "H", "H"],
  "positions_angstrom": [[-0.40422, 0.62175, -0.34053], [-0.75594, -0.73978, 0.12705], [0.68820, 1.44130, -0.12060], [0.15397, -1.60484, 0.96245], [-2.13712, -0.66216, -0.22394], [-1.64152, 0.51064, 0.38303], [-0.74320, 0.95856, -1.99105], [0.41448, 2.35826, -0.55926], [1.55325, 1.08465, -0.55239], [0.94235, 1.49464, 1.04612], [-0.14157, -1.75979, 2.00059], [1.06221, -1.04523, 0.92549], [0.29710, -2.54776, 0.49552], [-2.22650, -0.46959, -1.26140]],
  "forces_ev_per_a": [[-4.380, -3.020, -5.232], [0.257, 1.692, -0.424], [1.478, 1.859, 4.785], [-1.413, 0.982, 0.283], [-0.486, -1.393, -1.756], [1.526, 0.909, 1.976], [0.430, -1.168, 3.205], [0.279, 1.583, 0.073], [1.794, -0.843, -1.224], [-0.628, 0.334, -2.246], [-0.196, 0.092, -0.102], [0.941, 0.027, 0.287], [0.106, -0.844, -0.480], [0.293, -0.209, 0.855]]
}

---

# 6
{
  "formula": "C4H8N2",
  "method": "ωB97M-V/def2-TZVPD",
  "multiplicity": 1,
  "energy_ha": -266.64647,
  "homo_energy_ev": -9.9,
  "relative_energy_kcal_mol": 47.4,
  "symbols": ["C", "C", "N", "C", "C", "N", "H", "H", "H", "H", "H", "H", "H", "H"],
  "positions_angstrom": [[-0.50799, 1.28462, 1.17137], [-0.99375, 0.42575, 0.01155], [0.12261, -0.20331, -0.64808], [0.39188, -0.13762, -1.87854], [1.86772, -3.11831, 1.14260], [1.52051, -2.09139, 0.73712], [0.13874, 2.08890, 0.80483], [0.06399, 0.68149, 1.88549], [-1.36424, 1.71911, 1.69615], [-1.64475, -0.37197, 0.39027], [-1.55948, 1.02327, -0.71478], [0.96454, -1.13319, 0.21610], [1.25252, -0.64642, -2.30579], [-0.25230, 0.47907, -2.50828]],
  "forces_ev_per_a": [[0.096, -0.004, 0.060], [-0.328, 0.302, -0.311], [1.309, -1.130, 0.476], [-0.785, 0.710, 0.441], [0.320, -0.738, 0.328], [-1.380, 2.672, -1.260], [-0.137, -0.085, 0.109], [-0.106, 0.103, -0.133], [0.161, -0.024, -0.096], [0.131, 0.099, -0.119], [-0.095, -0.016, 0.103], [0.774, -1.750, 0.545], [-0.078, -0.032, 0.186], [0.116, -0.108, -0.330]]
}

---

# 7
{
  "formula": "C4H8N2",
  "method": "ωB97M-V/def2-TZVPD",
  "multiplicity": 1,
  "energy_ha": -266.70241,
  "homo_energy_ev": -9.7,
  "relative_energy_kcal_mol": 12.3,
  "smiles": "CCNCC#N",
  "symbols": ["C", "C", "N", "C", "C", "N", "H", "H", "H", "H", "H", "H", "H", "H"],
  "positions_angstrom": [[2.00109, 0.01613, 0.29374], [0.61520, 0.59456, 0.05630], [-0.18870, -0.27937, -0.79827], [-1.61272, -0.05119, -0.66845], [-2.17298, -0.50765, 0.62934], [-2.55802, -0.91821, 1.63998], [2.53787, -0.13922, -0.64786], [1.92887, -0.94462, 0.81711], [2.59011, 0.68846, 0.92527], [0.12763, 0.76921, 1.02932], [0.69117, 1.56804, -0.44481], [0.01230, -1.25170, -0.58637], [-2.15496, -0.56359, -1.46982], [-1.81687, 1.01916, -0.77547]],
  "forces_ev_per_a": [[0.008, -0.020, 0.012], [0.031, 0.142, 0.084], [0.030, -0.163, 0.088], [-0.128, 0.065, -0.113], [-0.298, -0.322, 0.809], [0.349, 0.408, -0.919], [-0.098, 0.028, 0.126], [0.026, 0.109, -0.087], [-0.075, -0.090, -0.130], [0.052, -0.053, -0.076], [0.001, -0.100, 0.101], [0.035, 0.083, -0.039], [0.067, 0.046, 0.136], [0.000, -0.133, 0.008]]
}

---

# 8
{
  "formula": "C4H8N2",
  "method": "ωB97M-V/def2-TZVPD",
  "multiplicity": 1,
  "energy_ha": -266.64641,
  "homo_energy_ev": -9.8,
  "relative_energy_kcal_mol": 47.4,
  "symbols": ["C", "C", "C", "N", "C", "N", "H", "H", "H", "H", "H", "H", "H", "H"],
  "positions_angstrom": [[0.20960, -1.19247, 0.97367], [-0.11597, -0.13853, -0.05427], [-1.00803, 1.01451, 0.33407], [-0.20810, -0.53644, -1.34146], [1.72788, 0.88357, -0.22065], [1.89394, 1.61574, -1.11637], [1.23661, -0.95435, 1.21898], [0.15342, -2.21208, 0.58130], [-0.40256, -1.10717, 1.87561], [-2.07029, 0.75588, 0.20122], [-0.76706, 1.87019, -0.29384], [-0.84504, 1.27449, 1.37994], [-0.16795, 0.24617, -1.98592], [0.44861, -1.26151, -1.60315]],
  "forces_ev_per_a": [[0.212, 0.061, 0.042], [0.175, 0.057, -0.095], [0.276, 0.138, 0.039], [0.132, 0.051, 0.079], [-0.992, 0.637, -0.828], [0.351, -0.411, 0.769], [0.014, -0.458, 0.438], [-0.076, 0.219, -0.065], [-0.014, 0.038, -0.246], [0.369, -0.214, -0.010], [-0.139, 0.034, 0.093], [0.042, 0.070, -0.135], [-0.178, -0.236, -0.059], [-0.170, 0.015, -0.022]]
}

---

# 9
{
  "formula": "C4H8N2",
  "method": "ωB97M-V/def2-TZVPD",
  "multiplicity": 3,
  "energy_ha": -265.80510,
  "charge": 2,
  "homo_energy_ev": [-18.5, -22.6],
  "relative_energy_kcal_mol": 25.8,
  "symbols": ["C", "C", "C", "C", "N", "N", "H", "H", "H", "H", "H", "H", "H", "H"],
  "positions_angstrom": [[1.17762, 2.00124, -0.51715], [0.30746, -0.33889, -0.23959], [1.32535, -1.41304, -0.52350], [-1.65154, 0.51922, 0.88485], [0.66503, 0.96496, -0.48123], [-0.85210, -0.59280, 0.39392], [1.39779, 3.04978, -0.49051], [2.24054, -1.43218, 0.03416], [1.64308, -1.18278, -1.56835], [0.92253, -2.38426, -0.69643], [-2.64142, 0.36162, 0.40523], [-1.12651, 1.43915, 0.56236], [-2.00495, 0.42761, 1.95517], [-1.40286, -1.41963, 0.28107]],
  "forces_ev_per_a": [[-0.873, -0.139, 0.013], [5.686, 0.392, -2.275], [-0.900, 1.338, -1.912], [0.886, -0.617, -0.339], [-0.102, -1.662, 0.521], [-4.930, 2.157, 2.501], [0.604, 0.404, -0.259], [0.463, 0.173, 0.774], [0.244, 0.208, 0.301], [-0.679, -0.837, 0.698], [-0.144, 0.162, -0.200], [-1.015, -0.358, 0.997], [0.608, 0.148, -0.397], [0.150, -1.369, -0.423]]
}

---

# 10
{
  "formula": "C4H8N2O",
  "method": "ωB97M-V/def2-TZVPD",
  "multiplicity": 1,
  "energy_ha": -341.87783,
  "homo_energy_ev": -8.1,
  "relative_energy_kcal_mol": 78.9,
  "smiles": "OCN1CCC=N1",
  "symbols": ["C", "C", "C", "C", "N", "N", "O", "H", "H", "H", "H", "H", "H", "H", "H"],
  "positions_angstrom": [[-1.82214, -0.69672, -0.05626], [-0.91754, -1.20811, 1.05218], [0.35675, -0.48280, 0.71693], [0.90723, 1.02626, -1.24298], [-0.02212, 0.46142, -0.32928], [-1.27234, 0.19902, -0.76812], [1.65501, 2.10011, -0.76668], [-2.94814, -0.73331, -0.02482], [-1.34121, -0.98625, 2.00368], [-0.84136, -2.37946, 1.18602], [0.73989, 0.10582, 1.52396], [1.23025, -1.18127, 0.24733], [1.58099, 0.22662, -1.56253], [0.47177, 1.47925, -2.06478], [2.22298, 2.06941, 0.08535]],
  "forces_ev_per_a": [[-1.518, -0.049, 0.868], [-0.484, -2.721, -0.232], [2.651, -1.105, -1.674], [1.722, -1.336, 1.627], [-0.673, 0.206, 0.124], [-0.593, 0.560, -0.560], [1.883, 1.645, 2.416], [1.440, -0.533, -0.472], [-0.186, 0.840, 0.887], [0.048, 2.136, -0.943], [0.573, -0.094, 0.692], [-1.832, 1.275, 1.321], [0.285, -0.183, -0.246], [-1.574, 0.222, -1.598], [-1.742, -0.863, -2.210]]
}

---

# 11
{
  "formula": "C4H8N2O",
  "method": "ωB97M-V/def2-TZVPD",
  "multiplicity": 1,
  "energy_ha": -341.97062,
  "homo_energy_ev": -9.1,
  "relative_energy_kcal_mol": 20.7,
  "smiles": "[H]/N=C1/NC[C@H](C)O1",
  "symbols": ["O", "C", "N", "C", "C", "C", "N", "H", "H", "H", "H", "H", "H", "H", "H"],
  "positions_angstrom": [[-0.83658, 0.83602, 0.50473], [-0.58786, 1.05655, -0.82134], [0.68552, 0.59767, -1.10476], [1.34743, 0.16977, 0.10886], [0.10809, -0.14489, 0.95963], [-0.48390, -1.51780, 0.68654], [-1.40216, 1.54923, -1.65372], [1.18011, 1.03157, -1.86732], [1.96571, -0.71878, -0.05831], [1.96539, 0.95488, 0.56889], [0.27090, 0.02571, 2.02642], [0.13396, -2.31515, 1.10747], [-1.48495, -1.57412, 1.12318], [-0.57225, -1.67044, -0.39466], [-2.28940, 1.71978, -1.18562]],
  "forces_ev_per_a": [[-0.126, 0.019, -0.115], [-0.039, 0.021, -0.223], [-0.076, 0.142, -0.074], [0.065, -0.068, 0.129], [0.136, -0.132, 0.111], [0.025, -0.065, 0.011], [0.134, 0.017, 0.257], [-0.093, -0.082, 0.061], [-0.107, 0.124, 0.042], [-0.122, -0.104, -0.068], [-0.024, -0.002, -0.156], [-0.026, 0.081, -0.027], [0.161, -0.031, -0.015], [0.018, -0.023, 0.156], [0.074, 0.105, -0.088]]
}

---

# 12
{
  "formula": "C4H8N2O",
  "method": "ωB97M-V/def2-TZVPD",
  "multiplicity": 1,
  "energy_ha": -341.89967,
  "homo_energy_ev": -8.6,
  "relative_energy_kcal_mol": 65.2,
  "smiles": "CC(=C=N)[C@H](N)O",
  "symbols": ["C", "C", "C", "N", "C", "O", "N", "H", "H", "H", "H", "H", "H", "H", "H"],
  "positions_angstrom": [[-0.18212, -1.41755, 0.97794], [0.29985, 0.33191, -0.94170], [-0.20949, -0.01687, 0.44165], [0.52921, -0.78038, -1.77635], [-0.93180, 0.96148, 0.93505], [1.44308, 1.16886, -0.92309], [-1.67602, 1.70711, 1.56114], [1.26053, 1.93922, -0.37458], [0.80258, -0.50726, -2.71158], [1.08515, -1.51256, -1.35221], [-1.29748, 2.45782, 2.12744], [-0.62500, 0.97769, -1.28750], [0.84570, -1.73725, 1.15576], [-0.61355, -2.10548, 0.25215], [-0.73064, -1.46675, 1.91587]],
  "forces_ev_per_a": [[0.436, 0.282, 0.387], [-2.155, 1.507, -0.362], [-0.294, 0.193, -0.846], [-0.665, -0.130, -0.028], [-0.016, -0.680, 2.143], [0.576, 0.120, 0.012], [-0.332, 0.186, -1.007], [-0.002, -0.041, 0.020], [0.224, -0.257, 0.269], [0.167, 0.289, -0.304], [0.312, -0.177, 0.123], [1.868, -1.082, -0.531], [0.037, -0.083, 0.128], [-0.164, 0.040, 0.001], [0.008, -0.167, -0.005]]
}